1.
Here is C4H12N2S in the gas phase from the OMol25 dataset. Energies are from ωB97M-V/def2-TZVPD.

HOMO energy: -9.08 eV
SMILES string: C[C@H](CS)NCN
HOMO-LUMO gap: 10.019 eV
E_LUMO: 0.938 eV
ΔE to the lowest compared entry with this formula, charge and spin: 4.54 kcal/mol

```
! RIJCOSX wB97M-V def2-TZVPD def2/J DEFGRID3
* xyz 0 1
C -0.0528 1.6178 -0.7669
C 0.2021 0.2216 -0.1976
C -0.7237 -0.8308 -0.7928
S -0.5725 -1.0829 -2.6041
N -0.0315 0.1607 1.2700
C 1.0394 0.6906 2.0898
N 0.9275 0.3171 3.4991
H -1.1176 1.8233 -0.7618
H 0.5323 2.3566 -0.2208
H 0.2506 1.6532 -1.8076
H 1.2563 -0.0525 -0.3216
H -0.6019 -1.7771 -0.2790
H -1.7414 -0.4613 -0.6753
H 0.6066 -0.4665 -2.7599
H -0.8981 0.6655 1.4640
H 1.9798 0.2677 1.7237
H 1.1509 1.7784 2.0300
H 0.0343 0.6453 3.8564
H 0.8490 -0.6970 3.5219
*
```

---

2.
Here is 17 unconnected molecules or ions with the total composition C17H7BCl64N2O7PS2 from the OMol25 dataset. Energies are from ωB97M-V/def2-TZVPD.

HOMO energy: -6.18 eV
HOMO-LUMO gap: 7.307 eV
E_LUMO: 1.125 eV

```
! RIJCOSX wB97M-V def2-TZVPD def2/J DEFGRID3
* xyz -1 1
N 2.8936 -3.1579 -2.1624
P 2.8879 -1.3976 -1.8520
O 2.4232 -1.0939 -0.1820
S 1.3991 -0.5191 -3.1352
O 0.2206 -1.4460 -3.4753
O 2.1156 -0.1819 -4.4729
N 0.9506 0.9967 -2.4297
S -0.6511 0.9536 -1.7629
O -1.6343 1.1994 -2.9078
O -0.7529 2.1826 -0.8121
C -1.0233 -0.5344 -0.7181
B -2.3907 -1.3353 -1.0953
O -3.5480 -0.8146 -1.8162
O -2.4930 -2.7369 -0.6093
H 1.8937 -3.4544 -2.1741
H 3.3763 -3.5574 -1.3189
H 2.0932 -1.9451 0.2342
H -0.1416 -1.2917 -0.8568
H -1.0453 -0.2991 0.4278
H -3.3577 -1.0376 -2.7794
H -2.3639 -3.2766 -1.4364
C 0.4674 -6.0605 -4.2646
Cl -0.5684 -6.2554 -5.6981
Cl -0.3352 -4.9865 -3.0952
Cl 0.7514 -7.6510 -3.5170
Cl 2.0233 -5.3495 -4.7507
C 1.9763 0.0452 3.6203
Cl 2.4185 1.5622 2.7989
Cl 1.2359 0.4160 5.1953
Cl 0.8170 -0.8538 2.6163
Cl 3.4313 -0.9479 3.8695
C 0.4162 5.7559 0.6227
Cl -0.6631 5.5552 -0.7760
Cl -0.3460 6.8444 1.8089
Cl 0.7156 4.1724 1.3721
Cl 1.9608 6.4570 0.0843
C 0.7489 -9.6298 -0.0448
Cl -0.9877 -9.3447 -0.3019
Cl 1.5109 -10.1223 -1.5760
Cl 1.5129 -8.1353 0.5444
Cl 0.9633 -10.9205 1.1610
C -2.2317 -4.8143 2.5227
Cl -1.7053 -6.2688 1.6428
Cl -1.1904 -3.4452 2.0732
Cl -3.9173 -4.4418 2.0934
Cl -2.1145 -5.1028 4.2750
C 6.4312 -2.8082 5.6912
Cl 5.3472 -3.0078 4.2958
Cl 5.6729 -1.7256 6.8815
Cl 6.7310 -4.3948 6.4386
Cl 7.9754 -2.1045 5.1517
C 6.3742 0.1115 1.4547
Cl 7.6021 1.0350 0.5570
Cl 5.3346 1.2307 2.3656
Cl 5.3826 -0.8202 0.3076
Cl 7.1791 -0.9992 2.5903
C -5.5983 -0.4312 -5.0282
Cl -6.6473 -1.2724 -3.8619
Cl -4.1150 -1.3798 -5.2888
Cl -6.4615 -0.2456 -6.5739
Cl -5.1674 1.1733 -4.3921
C 9.9781 3.1984 2.9612
Cl 9.0872 4.4963 3.7898
Cl 9.7447 3.3481 1.2038
Cl 11.7112 3.3319 3.3425
Cl 9.3707 1.6192 3.5101
C 2.0443 9.3981 -3.1578
Cl 1.0471 8.5497 -1.9545
Cl 3.5286 8.4653 -3.4606
Cl 1.1302 9.5666 -4.6752
Cl 2.4734 11.0119 -2.5420
C -4.7618 -5.0757 -3.4869
Cl -5.7968 -5.9279 -2.3163
Cl -3.2710 -6.0096 -3.7515
Cl -5.6336 -4.8950 -5.0276
Cl -4.3425 -3.4695 -2.8493
C -3.2515 10.0010 3.1359
Cl -2.2559 8.5439 3.3601
Cl -2.2322 11.3288 2.5334
Cl -4.5411 9.6620 1.9585
Cl -3.9768 10.4691 4.6919
C -7.7329 -4.0793 3.1321
Cl -9.4699 -3.7873 2.8807
Cl -6.9851 -4.5683 1.5940
Cl -6.9596 -2.5890 3.7194
Cl -7.5167 -5.3733 4.3341
C -9.0757 1.9021 -2.6834
Cl -10.8035 2.2085 -2.9809
Cl -8.2979 1.3734 -4.1926
Cl -8.2992 3.3956 -2.1078
Cl -8.9028 0.6309 -1.4505
C -0.8419 4.7335 5.7130
Cl -0.7440 3.5892 4.3566
Cl -2.1621 4.2479 6.8030
Cl 0.6967 4.7284 6.6069
Cl -1.1609 6.3700 5.0902
C 4.8829 2.3021 -3.1227
Cl 3.8589 1.4531 -1.9426
Cl 6.3642 1.3576 -3.4108
Cl 3.9955 2.4941 -4.6513
Cl 5.3186 3.9062 -2.4843
*
```

---

3.
Here is 2 unconnected molecules or ions with the total composition C8H8FNO2S from the OMol25 dataset. Energies are from ωB97M-V/def2-TZVPD.

HOMO energy (spin up / spin down): -8.42 / -8.94 eV
HOMO-LUMO gap (spin up / spin down): 6.565 / 8.732 eV
E_LUMO (spin up / spin down): -1.856 / -0.210 eV
ΔE to the lowest compared entry with this formula, charge and spin: 71.47 kcal/mol

```
! RIJCOSX wB97M-V def2-TZVPD def2/J DEFGRID3
* xyz 0 1
C 2.7261 -2.0979 -0.1381
C 2.7325 -1.8203 -1.4894
C 1.5634 -1.7272 0.5460
C 1.5996 -1.3418 -2.1392
C 0.5647 -1.1803 -0.2325
C -2.7175 2.6103 0.8372
C -1.3488 2.7418 0.1665
C -1.4870 1.9917 1.3795
N 0.5357 -0.9679 -1.4984
O -2.2941 -1.3597 -0.4002
O -1.1647 -1.8717 1.7485
F -0.7377 2.1461 2.4647
S -1.2721 -0.9501 0.5973
H 3.4602 -2.5576 0.3912
H 3.7442 -2.0281 -2.0127
H 1.4081 -1.9491 1.5686
H 1.6253 -1.1831 -3.1965
H -3.2877 3.3696 1.5031
H -3.4948 1.9451 0.5179
H -1.3212 2.4103 -0.8699
H -0.8343 3.8201 0.2566
*
```

---

4.
Here is C13H9Cl2N3O4 in the gas phase from the OMol25 dataset. Energies are from ωB97M-V/def2-TZVPD.

HOMO energy: -8.75 eV
SMILES string: N/C(=N\O)c1ccc(Oc2cc(Cl)cc(Cl)c2)c([N+](=O)[O-])c1
HOMO-LUMO gap: 7.798 eV
E_LUMO: -0.956 eV
ΔE to the lowest compared entry with this formula, charge and spin: 35.28 kcal/mol

```
! RIJCOSX wB97M-V def2-TZVPD def2/J DEFGRID3
* xyz 0 1
N -2.8183 2.0899 2.4005
C -2.7823 0.7951 2.6803
N -3.7494 0.2360 3.4411
O -4.8278 0.9701 4.1093
C -1.8747 -0.0317 1.9261
C -1.2170 -1.0882 2.4936
C -0.1957 -1.7137 1.7702
C 0.0449 -1.3566 0.4076
O 1.0485 -2.0644 -0.1264
C 2.1886 -1.3773 -0.1059
C 2.9219 -1.4384 -1.3508
C 4.1881 -1.0121 -1.3498
Cl 5.1059 -1.4373 -2.7267
C 4.7697 -0.2853 -0.3253
C 4.0312 -0.0826 0.8755
Cl 4.6078 0.9059 2.1583
C 2.7222 -0.6423 1.0508
C -0.7091 -0.3805 -0.2785
N -0.4132 0.1765 -1.4742
O 0.0620 1.3521 -1.4635
O -0.5906 -0.4792 -2.5044
C -1.6861 0.2910 0.5625
H -3.6059 2.5774 2.9055
H -2.1843 2.4615 1.6761
H -5.0423 0.5012 4.9764
H -1.5404 -1.4128 3.4239
H 0.3377 -2.5239 2.1793
H 2.4942 -1.8910 -2.2194
H 5.8622 0.0222 -0.2998
H 2.1128 -0.5131 1.8975
H -2.3718 0.9563 0.1037
*
```

---

5.
Here is 5 unconnected molecules or ions with the total composition C37H73N8O6 from the OMol25 dataset. Energies are from ωB97M-V/def2-TZVPD.

HOMO energy: -10.70 eV
HOMO-LUMO gap: 8.566 eV
E_LUMO: -2.139 eV
ΔE to the lowest compared entry with this formula, charge and spin: 0.00 kcal/mol

```
! RIJCOSX wB97M-V def2-TZVPD def2/J DEFGRID3
* xyz 1 1
C 2.6298 3.6870 0.5954
C 2.8243 2.4971 1.5078
O 2.1071 2.3495 2.4745
O 3.7965 1.5665 1.2164
C 3.4306 0.8908 -0.0078
C 4.2731 -0.3560 -0.2654
C 3.3524 -1.4992 -0.7512
C 3.0066 -1.4348 -2.2542
C 1.5934 -0.8945 -2.5423
C 1.6704 0.5850 -2.9283
N 0.3542 0.7777 -3.5716
C 0.3337 -0.3481 -4.3998
N -0.1918 -0.3000 -5.5854
C -0.7835 0.9154 -6.1697
C -2.2979 0.9597 -6.0489
C -2.7895 1.3943 -4.6723
C -2.2904 2.7592 -4.1830
C -2.6361 3.0365 -2.7116
C -4.1223 2.9635 -2.3428
C -4.6445 1.5547 -2.0463
C -3.9003 0.8140 -0.9239
C -2.7503 -0.0673 -1.4488
C -3.2039 -1.2496 -2.3128
C -3.8591 -2.4069 -1.5390
C -3.0518 -3.7064 -1.6820
N -1.6122 -3.5051 -1.5968
C -0.6834 -3.9198 -2.4757
C 0.4893 -3.4836 -2.0146
C 0.2821 -2.7699 -0.8283
C -1.0363 -2.8195 -0.6083
N 0.9342 -1.4056 -3.7911
H 3.5492 4.1013 0.1834
H 1.9734 3.4538 -0.2417
H 2.1313 4.4597 1.1656
H 3.5579 1.5993 -0.8335
H 2.3624 0.6545 0.0400
H 4.8731 -0.6525 0.5868
H 4.9161 -0.1288 -1.1135
H 2.4719 -1.5951 -0.1276
H 3.9238 -2.4114 -0.6059
H 3.7318 -0.8701 -2.8372
H 3.0354 -2.4617 -2.6166
H 0.8896 -1.1600 -1.7528
H 2.5045 0.7531 -3.6027
H 1.6805 1.3308 -2.1409
H -0.3956 0.8087 -2.8888
H -0.1767 -1.1469 -6.1419
H -0.5454 0.8768 -7.2315
H -0.3268 1.8184 -5.7896
H -2.6748 1.6687 -6.7844
H -2.7331 -0.0182 -6.2537
H -2.5797 0.6560 -3.8995
H -3.8705 1.4797 -4.7397
H -2.7366 3.5344 -4.8092
H -1.2115 2.8839 -4.2863
H -2.3363 4.0738 -2.5486
H -2.0041 2.4458 -2.0461
H -4.3038 3.6104 -1.4873
H -4.7021 3.3738 -3.1740
H -4.6675 0.8997 -2.9115
H -5.6833 1.6652 -1.7301
H -4.5815 0.1629 -0.3762
H -3.4783 1.5182 -0.2041
H -2.1553 -0.3880 -0.5969
H -2.0721 0.5221 -2.0656
H -2.3126 -1.6080 -2.8348
H -3.8796 -0.9051 -3.0922
H -4.8178 -2.6108 -2.0080
H -4.0130 -2.1500 -0.4954
H -3.3749 -4.4459 -0.9508
H -3.2787 -4.1451 -2.6508
H -0.8821 -4.4782 -3.3674
H 1.4516 -3.6568 -2.4681
H 1.0142 -2.2829 -0.2164
H -1.6281 -2.3953 0.1790
H 0.3521 -2.2308 -3.6663
C -4.7180 7.4459 0.7710
C -4.8301 5.9797 0.4342
O -4.7702 5.5738 -0.7196
N -5.0023 5.1096 1.4622
C -5.0956 5.4022 2.8820
H -4.5852 8.0074 -0.1485
H -5.6261 7.7943 1.2643
H -3.8571 7.6249 1.4162
H -5.0710 4.1478 1.1685
H -4.2988 4.8781 3.4118
H -6.0556 5.0486 3.2608
H -5.0087 6.4657 3.0737
C 3.1241 6.8086 2.4927
C 3.4794 8.1855 3.0053
O 2.6668 9.0950 3.0206
N 4.7477 8.3815 3.4545
C 5.8403 7.4276 3.5135
H 2.0853 6.8167 2.1747
H 3.7484 6.5466 1.6371
H 3.2402 6.0636 3.2816
H 4.9158 9.3204 3.7810
H 6.1721 7.3214 4.5475
H 6.6761 7.7979 2.9176
H 5.5393 6.4560 3.1368
C 2.3210 -2.7530 3.7077
C 2.6231 -3.6897 2.5632
O 2.4505 -3.3553 1.3910
N 3.0932 -4.9155 2.8641
C 3.3622 -5.4890 4.1783
H 1.9542 -1.8122 3.3069
H 1.5543 -3.1785 4.3557
H 3.2233 -2.5559 4.2868
H 3.2729 -5.4869 2.0528
H 4.4159 -5.7645 4.2296
H 2.7615 -6.3881 4.3014
H 3.1353 -4.7872 4.9743
C 2.5326 -10.4687 6.0187
C 1.9878 -9.1731 5.4709
O 2.6921 -8.3859 4.8507
N 0.6767 -8.9005 5.6879
C -0.3043 -9.7053 6.3949
H 3.5857 -10.5407 5.7653
H 2.4324 -10.4959 7.1043
H 2.0091 -11.3184 5.5794
H 0.3781 -8.0213 5.2958
H -1.1245 -9.9503 5.7187
H -0.7042 -9.1327 7.2328
H 0.1328 -10.6239 6.7697
*
```

---

6.
Here is 2 unconnected molecules or ions with the total composition C3H7N2 from the OMol25 dataset. Energies are from ωB97M-V/def2-TZVPD.

HOMO energy (spin up / spin down): -14.42 / -14.81 eV
HOMO-LUMO gap (spin up / spin down): 9.227 / 7.050 eV
E_LUMO (spin up / spin down): -5.192 / -7.760 eV
ΔE to the lowest compared entry with this formula, charge and spin: 188.44 kcal/mol

```
! RIJCOSX wB97M-V def2-TZVPD def2/J DEFGRID3
* xyz 1 1
C 0.1706 -0.0581 -0.7702
C -0.9821 -0.6159 0.0227
C -1.0611 -0.4631 1.4754
N 0.4223 -1.1305 -0.1972
N 1.7895 2.0002 -1.7288
H -1.7434 -0.9866 -0.5127
H -1.8412 0.3036 1.8551
H -0.1446 0.0173 1.7478
H -1.3292 -1.3817 1.8225
H 1.0883 -1.6262 0.3651
H 2.5782 1.4483 -1.9296
H 1.0528 2.4928 -2.1500
*
```